{"formula": "C22H25N3O3", "method": "ωB97M-V/def2-TZVPD", "species": ["C", "C", "O", "C", "C", "C", "C", "C", "C", "C", "N", "C", "O", "C", "C", "H", "C", "N", "C", "N", "C", "C", "C", "C", "C", "C", "O", "H", "H", "H", "H", "C", "H", "C", "H", "H", "H", "H", "H", "H", "H", "H", "H", "H", "H", "H", "H", "H", "H", "H", "H", "H", "H"], "coordinates": [[-0.84, -2.27, 0.98], [0.65, -2.11, 0.73], [1.08, -0.97, 1.45], [2.42, -0.66, 1.50], [3.40, -1.37, 0.83], [4.73, -0.99, 0.94], [5.08, 0.10, 1.70], [4.10, 0.82, 2.36], [2.77, 0.45, 2.28], [1.70, 1.25, 2.99], [0.67, 1.67, 2.07], [0.63, 2.91, 1.53], [1.27, 3.85, 1.94], [-0.31, 3.02, 0.32], [0.33, 2.28, -0.86], [0.50, 1.23, -0.60], [-0.58, 2.34, -2.08], [-1.89, 1.81, -1.75], [-2.11, 0.48, -1.82], [-3.09, -0.15, -1.26], [-2.95, -1.46, -1.68], [-3.69, -2.60, -1.41], [-3.26, -3.78, -1.98], [-2.13, -3.84, -2.79], [-1.38, -2.71, -3.07], [-1.81, -1.53, -2.51], [-1.27, -0.28, -2.59], [-0.50, -2.75, -3.70], [-1.83, -4.79, -3.21], [-3.81, -4.69, -1.79], [-4.56, -2.55, -0.78], [-2.56, 2.54, -0.70], [-2.68, 3.57, -1.04], [-1.72, 2.50, 0.59], [-1.70, 1.47, 0.94], [-2.20, 3.10, 1.36], [-3.53, 2.09, -0.54], [-0.72, 3.37, -2.41], [-0.17, 1.76, -2.91], [1.30, 2.72, -1.10], [-0.37, 4.09, 0.07], [0.19, 0.91, 1.61], [2.13, 2.15, 3.44], [1.23, 0.64, 3.77], [4.37, 1.68, 2.95], [6.12, 0.40, 1.78], [5.48, -1.56, 0.41], [3.15, -2.23, 0.22], [1.18, -3.00, 1.08], [0.84, -1.97, -0.34], [-1.22, -3.13, 0.44], [-1.03, -2.40, 2.04], [-1.39, -1.39, 0.64]], "e_tot_ha": -1243.37238, "orbital_gap_ev": 8.72, "homo_ha": -0.2955, "relative_energy_kcal_mol": 38.0, "smiles": "CCOc1ccccc1CNC(=O)C1CCN(c2nc3ccccc3o2)CC1"}

=====

{"formula": "C20H60O10S10", "method": "ωB97M-V/def2-TZVPD", "species": ["C", "S", "O", "C", "H", "H", "H", "H", "H", "H", "C", "S", "O", "C", "H", "H", "H", "H", "H", "H", "C", "S", "O", "C", "H", "H", "H", "H", "H", "H", "C", "S", "O", "C", "H", "H", "H", "H", "H", "H", "C", "S", "O", "C", "H", "H", "H", "H", "H", "H", "C", "S", "O", "C", "H", "H", "H", "H", "H", "H", "C", "S", "O", "C", "H", "H", "H", "H", "H", "H", "C", "S", "O", "C", "H", "H", "H", "H", "H", "H", "C", "S", "O", "C", "H", "H", "H", "H", "H", "H", "C", "S", "O", "C", "H", "H", "H", "H", "H", "H"], "coordinates": [[-12.18, 14.67, -18.87], [-13.89, 14.92, -19.58], [-14.62, 15.54, -18.40], [-13.39, 16.36, -20.59], [-11.89, 15.61, -18.39], [-11.46, 14.47, -19.66], [-12.14, 13.76, -18.27], [-12.64, 15.91, -21.24], [-12.93, 17.14, -19.97], [-14.24, 16.87, -21.04], [-22.09, 9.28, -11.75], [-23.89, 8.93, -11.75], [-24.24, 8.25, -10.43], [-24.71, 10.62, -11.57], [-21.92, 10.06, -11.00], [-21.78, 9.69, -12.71], [-21.58, 8.33, -11.59], [-24.40, 10.96, -10.58], [-25.80, 10.60, -11.58], [-24.33, 11.26, -12.36], [-21.37, 13.78, -7.12], [-21.56, 13.76, -8.87], [-22.66, 14.72, -9.30], [-19.96, 14.61, -9.27], [-20.36, 13.55, -6.77], [-22.17, 13.16, -6.71], [-21.65, 14.77, -6.74], [-19.12, 13.94, -9.04], [-20.01, 15.51, -8.66], [-19.72, 14.86, -10.31], [-12.43, 4.87, -13.16], [-11.03, 4.35, -14.21], [-11.16, 5.38, -15.38], [-9.60, 5.04, -13.22], [-13.25, 5.20, -13.79], [-12.17, 5.63, -12.42], [-12.72, 4.02, -12.54], [-9.44, 4.55, -12.26], [-9.97, 6.03, -12.96], [-8.70, 5.13, -13.83], [-13.27, 18.56, -14.52], [-13.13, 20.20, -13.70], [-11.77, 20.38, -13.04], [-13.36, 21.23, -15.23], [-12.32, 18.17, -14.89], [-14.19, 18.61, -15.10], [-13.48, 17.82, -13.75], [-14.33, 21.09, -15.70], [-12.62, 20.93, -15.96], [-13.13, 22.30, -15.15], [-11.20, 15.57, -8.89], [-12.23, 14.66, -7.68], [-12.92, 15.76, -6.85], [-13.63, 14.26, -8.84], [-10.26, 15.93, -8.46], [-11.76, 16.45, -9.20], [-10.98, 15.00, -9.79], [-13.43, 13.56, -9.65], [-13.97, 15.15, -9.37], [-14.41, 13.81, -8.23], [-17.27, 4.34, -16.11], [-17.92, 3.51, -14.59], [-16.94, 3.62, -13.39], [-19.23, 4.73, -14.19], [-16.31, 3.86, -16.32], [-17.17, 5.42, -16.02], [-17.95, 4.25, -16.95], [-19.17, 4.78, -13.10], [-20.25, 4.41, -14.42], [-19.05, 5.69, -14.67], [-15.86, 10.18, -14.36], [-17.16, 11.35, -13.80], [-17.36, 11.13, -12.28], [-16.20, 12.96, -13.93], [-15.56, 10.41, -15.38], [-16.20, 9.15, -14.31], [-14.96, 10.12, -13.74], [-15.80, 12.91, -14.94], [-15.31, 12.99, -13.29], [-16.83, 13.85, -13.89], [-9.87, 9.77, -15.63], [-10.30, 11.43, -14.81], [-10.79, 10.94, -13.43], [-8.53, 12.05, -14.57], [-9.18, 9.96, -16.45], [-10.72, 9.39, -16.20], [-9.50, 9.01, -14.94], [-8.44, 12.57, -13.62], [-8.27, 12.74, -15.38], [-7.82, 11.22, -14.65], [-16.94, 7.26, -9.54], [-17.19, 6.29, -7.96], [-17.28, 4.86, -8.46], [-15.53, 6.42, -7.20], [-16.82, 8.32, -9.33], [-17.84, 7.29, -10.16], [-16.15, 6.78, -10.13], [-15.47, 7.50, -7.03], [-14.68, 5.99, -7.73], [-15.50, 5.92, -6.24]], "e_tot_ha": -5531.79333, "orbital_gap_ev": 8.36, "homo_ha": -0.3128, "relative_energy_kcal_mol": 112.5}

=====

{"formula": "C17H24ClF3NO3", "method": "ωB97M-V/def2-TZVPD", "species": ["C", "C", "C", "C", "C", "C", "C", "C", "F", "F", "F", "C", "C", "O", "O", "C", "C", "C", "C", "O", "C", "C", "C", "N", "Cl", "H", "H", "H", "H", "H", "H", "H", "H", "H", "H", "H", "H", "H", "H", "H", "H", "H", "H", "H", "H", "H", "H", "H", "H"], "coordinates": [[5.06, -2.76, -0.38], [4.51, -1.43, -0.97], [3.34, -0.91, -0.06], [2.06, -0.58, -0.77], [1.53, 0.72, -0.69], [2.25, 1.82, 0.07], [2.06, 1.52, 1.61], [3.32, 1.83, 2.44], [4.18, 2.65, 1.84], [2.93, 2.46, 3.57], [3.95, 0.71, 2.83], [0.33, 0.98, -1.33], [-0.38, 2.33, -1.31], [0.18, 3.39, -1.41], [-1.74, 2.26, -1.19], [-2.20, 1.60, 0.00], [-3.73, 1.49, -0.10], [-4.24, 0.77, 1.18], [-4.58, -0.72, 0.92], [-5.97, -0.87, 0.75], [-6.34, -1.99, -0.04], [-0.33, -0.03, -2.04], [0.22, -1.26, -2.08], [1.38, -1.50, -1.45], [1.93, -3.12, -1.55], [4.36, -3.58, -0.56], [5.12, -2.63, 0.70], [6.02, -3.03, -0.82], [5.31, -0.69, -1.07], [4.10, -1.61, -1.97], [3.10, -1.72, 0.65], [3.72, -0.10, 0.55], [1.82, 2.80, -0.12], [3.30, 1.85, -0.21], [1.88, 0.45, 1.70], [1.22, 2.07, 2.03], [-1.83, 0.56, 0.10], [-1.89, 2.12, 0.92], [-3.90, 0.80, -0.93], [-4.17, 2.47, -0.26], [-3.51, 0.82, 1.99], [-5.19, 1.24, 1.47], [-4.00, -1.14, 0.08], [-4.27, -1.27, 1.82], [-5.50, -2.67, -0.27], [-6.76, -1.65, -0.99], [-7.10, -2.59, 0.47], [-1.28, 0.19, -2.51], [-0.30, -2.05, -2.61]], "e_tot_ha": -1702.13801, "total_charge": 1, "orbital_gap_ev": 6.95, "homo_ha": -0.4385, "smiles": "CCCc1c(CCC(F)(F)F)c(C(=O)OCCCCOC)cc[n+]1Cl"}

=====

{"formula": "C29H29F3N5O5SSbSc", "method": "ωB97M-V/def2-TZVPD", "species": ["Sc", "C", "C", "N", "C", "S", "N", "N", "C", "C", "C", "C", "C", "C", "C", "N", "H", "H", "H", "H", "H", "H", "H", "H", "H", "H", "H", "H", "H", "O", "C", "C", "C", "N", "C", "C", "C", "O", "O", "C", "O", "O", "H", "H", "H", "C", "Sb", "C", "C", "H", "H", "H", "H", "H", "H", "H", "H", "H", "F", "C", "F", "F", "C", "C", "C", "C", "C", "C", "C", "C", "H", "H", "H", "H"], "coordinates": [[-0.86, -0.86, 0.72], [1.05, -6.50, -0.11], [1.64, -5.42, -1.03], [0.61, -4.46, -1.50], [0.02, -3.64, -0.63], [-1.20, -2.55, -1.27], [0.30, -3.81, 0.63], [-0.38, -3.00, 1.43], [-0.30, -3.20, 2.70], [0.51, -4.31, 3.27], [-1.21, -2.36, 3.54], [-1.60, -2.72, 4.81], [-2.39, -1.87, 5.60], [-2.63, -0.64, 5.06], [-2.21, -0.36, 3.78], [-1.55, -1.14, 3.01], [1.86, -7.13, 0.19], [0.34, -7.17, -0.59], [0.61, -6.04, 0.77], [2.02, -5.85, -2.05], [2.40, -4.86, -0.54], [0.45, -4.36, -2.49], [1.46, -4.28, 2.85], [0.04, -5.24, 3.02], [0.65, -4.29, 4.34], [-1.45, -3.71, 5.18], [-2.68, -2.18, 6.65], [-3.06, 0.12, 5.67], [-2.33, 0.57, 3.35], [-0.65, 5.35, 1.47], [-0.75, 3.99, 1.57], [-1.93, 3.35, 1.16], [-1.97, 1.97, 1.19], [-0.88, 1.22, 1.46], [0.25, 1.86, 1.79], [0.39, 3.26, 1.78], [1.42, 0.88, 1.94], [2.53, 1.23, 2.22], [1.10, -0.32, 1.63], [-3.12, 1.19, 0.60], [-4.04, 1.75, -0.02], [-2.83, -0.06, 0.54], [-1.53, 5.76, 1.38], [-2.84, 3.83, 0.88], [1.28, 3.65, 2.19], [2.30, -1.56, -1.40], [2.35, -1.77, -3.51], [2.35, 0.39, -3.55], [4.36, -2.28, -3.53], [3.13, -0.93, -1.15], [2.38, -2.46, -0.76], [1.35, -1.01, -1.22], [2.61, 0.79, -4.50], [3.12, 0.70, -2.86], [1.34, 0.81, -3.35], [5.03, -1.55, -2.95], [4.78, -2.45, -4.55], [4.54, -3.24, -3.05], [-0.99, 7.63, -4.55], [-1.40, 7.25, -3.29], [-2.72, 7.52, -3.25], [-0.78, 8.08, -2.43], [-1.13, 5.76, -2.90], [0.17, 5.22, -2.84], [0.37, 3.93, -2.52], [-0.74, 3.06, -2.16], [-2.02, 3.59, -2.14], [-2.19, 4.91, -2.57], [-0.54, 1.77, -1.61], [-0.45, 0.65, -1.09], [0.98, 5.89, -3.03], [1.39, 3.48, -2.68], [-2.87, 2.93, -2.05], [-3.24, 5.25, -2.70]], "e_tot_ha": -3471.41560, "total_charge": -1, "orbital_gap_ev": 7.00, "homo_ha": -0.1897, "relative_energy_kcal_mol": 32.4}

=====

{"formula": "C5H17NO2", "method": "ωB97M-V/def2-TZVPD", "species": ["C", "C", "C", "C", "N", "C", "H", "H", "H", "H", "H", "H", "H", "H", "H", "H", "H", "H", "H", "H", "H", "O", "H", "H", "O"], "coordinates": [[0.01, -0.96, -1.76], [-1.07, -0.33, -0.90], [-1.12, 1.21, -0.96], [-1.03, 1.86, 0.47], [0.20, 1.68, 1.18], [1.29, 2.59, 0.79], [-0.21, -1.14, -2.81], [0.54, -1.88, -1.57], [0.83, -0.20, -1.70], [-2.03, -0.83, -0.85], [-0.66, -0.50, 0.11], [-0.22, 1.50, -1.51], [-2.01, 1.61, -1.42], [-1.25, 2.93, 0.32], [-1.85, 1.44, 1.07], [0.50, 0.71, 1.16], [2.28, 2.15, 0.78], [1.10, 2.99, -0.22], [1.12, 3.52, 1.36], [-1.05, -3.28, 0.30], [-0.21, -2.30, 1.02], [-0.62, -3.16, 1.16], [1.52, -2.64, 0.60], [2.72, -1.73, 0.20], [1.79, -1.89, 0.03]], "e_tot_ha": -405.87748, "orbital_gap_ev": 8.88, "homo_ha": -0.3086, "relative_energy_kcal_mol": 40.8, "smiles": "CCCCNC.O.O"}

=====

{"formula": "C37H34Cl2MoN3O7S2Sb2", "method": "ωB97M-V/def2-TZVPD", "species": ["Mo", "O", "S", "O", "O", "O", "C", "C", "C", "Sb", "C", "C", "C", "C", "C", "C", "C", "C", "C", "C", "C", "C", "Sb", "C", "C", "C", "C", "C", "C", "C", "C", "C", "C", "C", "C", "H", "H", "H", "H", "H", "H", "H", "H", "H", "H", "H", "H", "H", "H", "H", "H", "H", "H", "H", "H", "H", "H", "H", "H", "H", "H", "Cl", "C", "Cl", "H", "H", "O", "S", "O", "O", "C", "N", "C", "C", "C", "N", "C", "C", "C", "N", "C", "C", "H", "H", "H", "H", "H", "H"], "coordinates": [[0.11, -0.09, 0.44], [0.68, -0.43, -3.03], [0.13, -1.45, -1.99], [-0.18, -2.66, -2.64], [1.16, -1.50, -0.90], [-1.02, -0.74, -1.32], [-0.86, 2.15, -2.34], [-1.01, 3.54, -1.73], [-1.16, 3.57, -0.21], [0.54, 2.78, 0.81], [0.33, 3.39, 2.82], [1.43, 3.31, 3.67], [1.30, 3.61, 5.02], [0.07, 3.98, 5.53], [-1.04, 4.07, 4.69], [-0.91, 3.78, 3.34], [2.07, 4.09, 0.13], [3.41, 3.74, 0.18], [4.39, 4.64, -0.23], [4.02, 5.90, -0.70], [2.68, 6.26, -0.74], [1.71, 5.36, -0.32], [1.17, 1.28, -2.04], [3.19, 0.51, -1.64], [4.03, 0.23, -2.71], [5.30, -0.28, -2.48], [5.74, -0.49, -1.18], [4.90, -0.21, -0.11], [3.63, 0.28, -0.35], [1.89, 2.48, -3.67], [2.63, 3.64, -3.51], [3.03, 4.37, -4.62], [2.71, 3.93, -5.90], [1.97, 2.76, -6.06], [1.55, 2.04, -4.95], [-0.93, 2.21, -3.43], [-1.61, 1.45, -1.97], [-1.90, 4.01, -2.15], [-0.17, 4.18, -2.05], [-2.01, 2.95, 0.10], [-1.36, 4.59, 0.15], [2.41, 3.03, 3.28], [2.17, 3.55, 5.67], [-0.04, 4.21, 6.58], [-2.00, 4.38, 5.09], [-1.78, 3.85, 2.69], [3.72, 2.77, 0.53], [5.43, 4.36, -0.20], [4.78, 6.60, -1.03], [2.39, 7.24, -1.09], [0.67, 5.67, -0.35], [3.70, 0.41, -3.73], [5.95, -0.51, -3.32], [6.73, -0.88, -1.00], [5.24, -0.38, 0.91], [2.97, 0.47, 0.49], [2.92, 3.99, -2.52], [3.61, 5.27, -4.49], [3.03, 4.49, -6.76], [1.72, 2.41, -7.05], [0.97, 1.14, -5.10], [-1.51, 0.58, 2.32], [-0.32, 0.27, 3.62], [1.21, -0.15, 2.78], [-0.64, -0.59, 4.20], [-0.18, 1.17, 4.20], [0.44, -7.89, 4.87], [-0.43, -8.85, 4.23], [-1.25, -9.55, 5.22], [0.28, -9.78, 3.38], [-1.55, -7.94, 3.16], [-2.65, -8.58, 2.81], [-3.46, -7.90, 2.00], [-3.17, -6.62, 1.56], [-1.98, -6.05, 2.01], [-1.16, -6.73, 2.82], [-1.54, -4.68, 1.65], [-0.19, -4.34, 1.77], [0.21, -3.07, 1.44], [-0.65, -2.13, 1.02], [-1.94, -2.45, 0.89], [-2.42, -3.71, 1.19], [-4.36, -8.41, 1.68], [-3.83, -6.10, 0.89], [0.52, -5.07, 2.12], [1.25, -2.79, 1.48], [-2.59, -1.68, 0.51], [-3.48, -3.90, 1.08]], "e_tot_ha": -4386.33283, "total_charge": 1, "multiplicity": 3, "orbital_gap_ev": [6.57, 3.50], "homo_ha": [-0.3691, -0.3474], "relative_energy_kcal_mol": 40.2}

=====

{"formula": "C24H35NO5", "method": "ωB97M-V/def2-TZVPD", "species": ["C", "H", "C", "C", "C", "C", "C", "C", "C", "C", "C", "O", "C", "C", "C", "C", "N", "C", "C", "C", "O", "H", "C", "O", "O", "C", "C", "H", "H", "H", "H", "H", "H", "C", "C", "O", "C", "C", "H", "H", "H", "H", "H", "H", "H", "H", "H", "H", "H", "H", "H", "H", "H", "H", "H", "H", "H", "H", "H", "H", "H", "H", "H", "H", "H"], "coordinates": [[3.40, -4.76, 0.22], [4.16, -4.68, -0.55], [2.84, -3.38, 0.57], [3.92, -2.43, 1.07], [3.36, -1.04, 1.36], [4.44, -0.04, 1.74], [3.90, 1.36, 2.03], [3.26, 2.00, 0.80], [2.76, 3.42, 1.04], [2.05, 4.00, -0.18], [0.69, 3.36, -0.47], [0.89, 2.09, -1.06], [-0.14, 1.20, -1.07], [-1.44, 1.54, -0.77], [-2.45, 0.56, -0.71], [-2.13, -0.80, -0.94], [-3.05, -1.79, -0.88], [-4.28, -1.47, -0.60], [-4.73, -0.15, -0.34], [-3.80, 0.89, -0.40], [-4.12, 2.16, -0.17], [-5.09, 2.20, 0.03], [-6.13, 0.14, -0.03], [-6.54, 1.27, 0.21], [-6.91, -0.93, -0.02], [-8.29, -0.73, 0.30], [-8.51, -0.70, 1.81], [-7.99, 0.15, 2.24], [-8.12, -1.61, 2.26], [-9.57, -0.62, 2.02], [-8.81, -1.58, -0.16], [-8.63, 0.21, -0.15], [-4.99, -2.28, -0.56], [-0.81, -1.12, -1.28], [0.18, -0.16, -1.36], [1.42, -0.61, -1.67], [2.31, 0.17, -2.45], [3.39, -0.77, -2.97], [3.91, -1.22, -2.13], [2.94, -1.55, -3.57], [4.10, -0.21, -3.57], [2.75, 0.97, -1.85], [1.76, 0.63, -3.28], [-0.56, -2.15, -1.47], [-1.72, 2.55, -0.57], [0.13, 3.25, 0.47], [0.11, 4.00, -1.15], [2.68, 3.89, -1.07], [1.88, 5.07, -0.02], [2.08, 3.43, 1.89], [3.61, 4.06, 1.29], [3.99, 2.01, -0.01], [2.42, 1.38, 0.49], [4.72, 1.99, 2.38], [3.16, 1.30, 2.83], [4.97, -0.40, 2.62], [5.17, 0.03, 0.92], [2.83, -0.71, 0.47], [2.63, -1.11, 2.17], [4.71, -2.35, 0.32], [4.38, -2.84, 1.98], [2.37, -2.95, -0.32], [2.07, -3.49, 1.33], [2.61, -5.42, -0.13], [3.86, -5.21, 1.10]], "e_tot_ha": -1366.51093, "orbital_gap_ev": 8.58, "homo_ha": -0.3050, "relative_energy_kcal_mol": 5.4, "smiles": "CCCCCCCCCCOc1cc2c(O)c(C(=O)OCC)cnc2cc1OCC"}

=====

{"formula": "C6H9N", "method": "ωB97M-V/def2-TZVPD", "species": ["C", "C", "C", "C", "C", "N", "C", "H", "H", "H", "H", "H", "H", "H", "H", "H"], "coordinates": [[-0.83, -1.41, -1.05], [-0.22, -0.21, -0.39], [0.83, 0.69, -0.96], [1.13, -0.10, 0.28], [0.44, 0.46, 1.56], [-0.35, 1.65, 1.35], [-0.88, 0.38, 0.90], [-0.75, -2.29, -0.40], [-0.33, -1.65, -2.00], [-1.89, -1.26, -1.26], [1.31, 0.31, -1.86], [0.78, 1.78, -0.95], [1.90, -0.86, 0.31], [0.74, 0.20, 2.57], [-0.03, 2.26, 0.61], [-1.85, 0.05, 1.28]], "e_tot_ha": -288.65372, "orbital_gap_ev": 9.64, "homo_ha": -0.3138, "relative_energy_kcal_mol": 80.5, "smiles": "C[C@]12C[C@H]1[C@H]1N[C@H]12"}